DFT (ωB97M-V with the def2-TZVPD basis set) results for a 4-piece molecular cluster, C2H12N2O3 overall in a non-equilibrium geometry.

Geometry (Å):
H 3.87 -0.98 -1.11
N 3.51 -1.16 -0.22
C 3.27 -0.20 0.61
N 2.97 -0.45 1.92
C 2.18 -1.63 2.37
H 3.36 0.84 0.20
H 3.09 0.36 2.46
H 2.82 -2.54 2.34
H 1.64 -1.37 3.38
H 1.31 -1.94 1.67
O -0.98 1.61 -1.88
H -1.60 0.98 -2.28
H -0.22 1.06 -1.66
O -3.36 0.25 1.34
H -3.97 0.32 2.10
H -3.30 -0.67 1.01
O -4.70 1.98 -4.42
H -4.27 1.55 -3.72
H -5.62 1.98 -4.08

Relative energy (zero: lowest compared OMol25 entry of this formula, charge and spin) = 43.1 kcal per mole
Lowest unoccupied orbital energy = 0.4 eV
Energy = -418.570330 Eh
SMILES string = [H]/N=C/NC.O.O.O
HOMO-LUMO gap = 0.343 hartree
Spin multiplicity = 1

***

DFT (ωB97M-V with the def2-TZVPD basis set) results for C7H7NOS2 as an isolated structure in a non-equilibrium geometry.

Geometry (Å):
C -1.78 -0.94 1.92
C -2.46 -0.93 -2.41
C -0.94 -0.82 1.06
C -1.60 -0.43 -1.76
C 0.13 -0.59 0.03
C -0.51 0.22 -1.17
C 1.19 1.08 1.58
N 1.32 0.08 0.53
O 3.45 1.12 -0.55
S 0.84 0.16 -2.52
S 2.58 -0.07 -0.49
H -2.54 -1.21 2.68
H -3.14 -1.45 -3.04
H 0.46 -1.59 -0.34
H -0.63 1.30 -1.19
H 2.18 1.05 2.13
H 1.06 2.09 1.27
H 0.38 0.91 2.28

Relative energy (zero: lowest compared OMol25 entry of this formula, charge and spin) = 125.4 kcal per mole
Lowest unoccupied orbital energy (spin up / spin down) = -1.1 / -1.0 eV
Energy = -1197.079855 Eh
HOMO-LUMO gap (spin up / spin down) = 0.276 / 0.276 hartree
Spin multiplicity = 1

***

DFT (ωB97M-V with the def2-TZVPD basis set) results for one molecule with the formula C4H7ClS in a non-equilibrium geometry.

Geometry (Å):
C -1.35 1.47 -1.35
S -1.63 0.06 -0.30
C 0.31 -0.46 0.50
C 0.22 -1.78 1.27
C 1.42 0.20 0.31
Cl 1.71 1.65 -0.68
H -2.26 1.74 -1.90
H -0.54 1.24 -2.14
H -0.90 2.17 -0.70
H -0.59 -1.81 2.00
H 1.12 -1.96 1.73
H 0.03 -2.49 0.58
H 2.45 -0.02 0.70

Relative energy (zero: lowest compared OMol25 entry of this formula, charge and spin) = 38.9 kcal per mole
Lowest unoccupied orbital energy = 0.5 eV
Energy = -1014.906865 Eh
SMILES string = CS/C(C)=C\Cl
HOMO-LUMO gap = 0.334 hartree
Spin multiplicity = 1

***

DFT (ωB97M-V with the def2-TZVPD basis set) results for a 2-piece molecular cluster, CH3I overall in a non-equilibrium geometry.

Geometry (Å):
C -0.03 0.03 -0.03
I 0.14 -2.45 -2.65
H -1.06 0.22 -0.07
H 0.52 -0.73 0.51
H 0.55 0.59 -0.66

Relative energy (zero: lowest compared OMol25 entry of this formula, charge and spin) = 79.1 kcal per mole
Lowest unoccupied orbital energy (spin up / spin down) = -3.4 / -3.4 eV
Energy = -337.459067 Eh
HOMO-LUMO gap (spin up / spin down) = 0.204 / 0.204 hartree
Spin multiplicity = 1